[1]
Here is a structure of composition C46H54BiCl2FN5O7Si2 from the OMol25 dataset. Energies are from wB97M-V/def2-TZVPD.

```
118
Properties=species:S:1:pos:R:3:forces:R:3
Bi 0.241471 -0.827488 0.208651 -0.287 0.014 -0.032
O 5.721203 0.802890 5.264047 0.203 -0.158 -0.229
C 5.961759 0.383280 4.114479 0.017 0.066 -0.012
O 7.025488 0.087877 3.534428 -0.177 0.082 0.275
C 4.696544 0.210465 3.231628 0.090 0.055 0.098
C 3.434914 0.434678 3.752823 -0.110 0.011 0.054
C 2.324298 0.292878 2.932326 0.011 -0.063 -0.106
N 2.445132 -0.048557 1.644427 0.005 -0.061 -0.056
C 3.660977 -0.266014 1.128889 -0.140 0.026 0.052
C 4.808098 -0.142258 1.899514 0.036 -0.056 -0.117
C 3.721218 -0.651092 -0.316363 -0.160 0.013 -0.027
C 4.892770 -1.131020 -0.892627 0.092 -0.004 0.005
C 4.890704 -1.495770 -2.227303 0.048 0.006 0.000
C 3.726060 -1.373613 -2.967417 0.033 -0.004 -0.023
C 2.598505 -0.901922 -2.321685 -0.049 0.078 0.207
N 2.594428 -0.550806 -1.033970 0.094 -0.072 -0.096
C 0.935815 0.548675 3.430379 -0.050 0.062 -0.205
C 0.663298 0.709508 4.784669 0.026 0.032 0.093
C -0.631383 0.998127 5.181301 0.020 -0.008 0.028
C -1.626878 1.120981 4.226056 -0.040 -0.038 0.031
C -1.282244 0.924869 2.900453 0.207 -0.234 0.018
N -0.037378 0.641763 2.513605 -0.054 -0.080 0.118
H 3.379485 0.737068 4.790087 0.013 0.002 -0.038
H 5.808324 -0.297821 1.517268 -0.041 0.025 0.022
H 5.789094 -1.237919 -0.298073 -0.030 0.011 -0.044
H 5.794852 -1.879868 -2.683668 -0.020 0.004 0.015
H 3.685575 -1.653857 -4.011477 -0.022 0.010 0.030
H 1.647307 -0.814058 -2.837950 0.051 -0.033 0.056
H 1.451207 0.608451 5.518518 -0.047 0.009 -0.034
H -0.857452 1.127030 6.232375 0.000 0.000 -0.007
H -2.647179 1.357265 4.498750 0.028 -0.019 -0.033
H -2.017638 0.984296 2.110802 -0.069 0.014 -0.074
Cl -4.921772 -1.600988 0.691243 -0.002 -0.028 0.031
C -3.769535 -2.379343 1.733194 0.079 0.025 -0.041
C -4.240150 -3.295405 2.683274 -0.016 -0.012 0.002
C -3.373668 -3.926880 3.526332 -0.065 0.014 -0.029
Cl -3.997021 -5.063086 4.696998 0.040 0.032 -0.016
C -1.986663 -3.668658 3.449860 0.105 0.058 -0.044
C -1.018993 -4.263370 4.290611 -0.045 -0.025 -0.003
C 0.300401 -3.945986 4.149811 0.035 -0.015 0.047
C 0.675373 -3.027934 3.152746 -0.128 0.098 -0.111
N -0.196768 -2.461388 2.353612 -0.118 -0.076 0.046
C -1.520797 -2.749119 2.476473 0.155 -0.016 0.117
C -2.421122 -2.060151 1.579386 -0.133 0.155 -0.170
O -2.016530 -1.191640 0.702728 0.268 -0.136 0.248
H -5.301677 -3.497292 2.743752 0.034 0.018 -0.021
H -1.344697 -4.967388 5.044384 0.013 -0.007 -0.001
H 1.055515 -4.389869 4.785574 -0.021 0.029 -0.021
H 1.717765 -2.752841 3.011859 -0.082 -0.038 -0.007
C -2.643159 -4.009971 -1.897694 -0.046 -0.123 0.015
Si -1.448387 -2.635648 -2.390041 -0.044 -0.262 -0.268
C -0.912532 -2.853681 -4.196586 0.045 -0.053 -0.075
C -2.451062 -1.068601 -2.439942 0.099 0.318 0.412
N -0.063449 -2.628727 -1.325853 0.123 0.048 0.109
C 0.746620 -3.751748 -1.247500 -0.212 0.078 -0.147
C 0.593100 -4.913823 -2.046145 -0.033 0.114 0.016
C 1.436999 -6.010497 -1.974301 0.080 0.017 0.076
C 2.501959 -6.039223 -1.082163 -0.094 0.034 -0.075
C 2.675821 -4.941160 -0.253684 0.077 0.031 0.092
C 1.819283 -3.869476 -0.350639 -0.003 -0.120 -0.046
F 2.034156 -2.842204 0.529053 0.091 0.116 0.051
H -3.670220 -3.735539 -2.163438 0.098 -0.022 0.020
H -2.607768 -4.151554 -0.810258 -0.031 0.025 -0.108
H -2.419953 -4.974153 -2.366054 -0.046 0.088 0.073
H -1.744491 -2.578076 -4.855110 0.072 -0.019 0.056
H -0.597362 -3.864702 -4.466884 -0.013 0.104 -0.003
H -0.077256 -2.178255 -4.422973 -0.102 -0.051 0.026
H -3.218079 -1.198472 -3.210974 0.054 -0.040 0.025
H -1.854107 -0.186669 -2.682147 -0.052 -0.025 -0.025
H -2.943761 -0.875623 -1.480857 0.047 -0.013 -0.166
H -0.228724 -4.946856 -2.745248 0.050 -0.029 0.014
H 1.255230 -6.858552 -2.625368 -0.017 0.047 0.015
H 3.170256 -6.887484 -1.021956 -0.023 0.006 -0.002
H 3.468934 -4.898436 0.485184 -0.041 0.012 -0.049
C -0.636229 4.202166 -4.086114 -0.028 0.004 0.135
C 0.438377 3.297928 -3.485034 0.024 -0.063 -0.002
C 1.814894 3.909269 -3.706716 0.106 -0.015 0.009
C 0.375326 1.904907 -4.108640 -0.083 -0.043 0.159
O 0.275726 3.218948 -2.071080 -0.123 0.161 0.039
Si -0.776135 2.403419 -1.096412 0.187 0.114 -0.138
O -0.311755 0.878155 -0.962851 -0.160 -0.218 0.000
O -2.257785 2.537068 -1.784961 0.028 -0.106 -0.033
C -3.572794 2.804867 -1.305546 -0.036 0.130 0.073
C -3.716863 4.313591 -1.111594 0.038 0.001 -0.005
C -4.525452 2.313775 -2.385761 0.019 -0.097 -0.105
C -3.845078 2.071588 0.005779 0.222 -0.068 0.066
O -0.819081 3.203361 0.338759 0.109 0.158 0.027
C 0.168135 4.003072 1.016011 0.026 -0.048 0.009
C -0.290191 4.098063 2.463454 0.009 -0.049 0.133
C 0.205238 5.400707 0.398028 -0.102 -0.124 -0.099
C 1.543505 3.341019 0.943615 -0.120 -0.079 -0.203
H -0.538677 4.240207 -5.175014 0.001 0.013 0.064
H -0.537244 5.214988 -3.684849 -0.019 -0.050 -0.038
H -1.624281 3.821590 -3.824498 0.021 0.007 -0.058
H 2.017538 4.019160 -4.775654 0.014 0.012 0.059
H 2.584255 3.271118 -3.262479 -0.050 0.050 -0.044
H 1.866080 4.893894 -3.234445 0.008 -0.069 -0.022
H 0.714810 1.929955 -5.146731 -0.045 0.000 0.017
H -0.648287 1.519117 -4.079794 0.067 -0.013 0.007
H 1.012589 1.226935 -3.535951 -0.017 0.049 -0.084
H -3.557650 4.833539 -2.060631 -0.018 -0.025 0.059
H -2.968158 4.659331 -0.393987 -0.076 -0.006 -0.038
H -4.715016 4.559443 -0.735544 0.072 -0.002 -0.023
H -4.305929 2.816187 -3.332710 -0.024 -0.056 0.063
H -5.561775 2.522314 -2.105762 0.057 -0.017 -0.035
H -4.401804 1.235518 -2.524906 -0.032 0.103 0.006
H -3.361245 2.596471 0.835771 -0.018 -0.102 -0.051
H -3.447268 1.052972 -0.049170 -0.088 0.049 0.026
H -4.918844 2.014539 0.199802 0.043 0.025 0.019
H -1.315770 4.476465 2.504240 0.059 -0.016 0.010
H 0.360433 4.778522 3.019252 -0.044 -0.026 -0.008
H -0.261689 3.116036 2.943027 0.038 0.281 -0.063
H -0.747864 5.912046 0.563962 0.061 -0.020 -0.023
H 0.379168 5.321324 -0.675890 0.034 0.032 0.027
H 1.006581 5.992404 0.848736 -0.056 -0.021 -0.013
H 1.466480 2.297231 1.255283 0.025 0.111 -0.011
H 2.253549 3.855526 1.594870 -0.015 -0.006 -0.018
H 1.920099 3.363718 -0.083022 0.008 -0.004 0.078
```
Positions in Å, forces in eV/Å.

## Properties
* charge: -1
* HOMO: -5.478 eV
* E_LUMO: 0.0638 Eh
* total energy: -119732.234 eV

Atom charges from the Löwdin analysis, given in e for atoms 1 to 99: 1.98, -0.05, -0.68, -0.05, -0.08, 0.06, -0.21, 0.06, -0.20, 0.06, -0.21, 0.00, -0.05, -0.05, -0.14, 0.03, -0.22, 0.00, -0.05, -0.05, -0.14, 0.04, 0.11, 0.11, 0.11, 0.11, 0.11, 0.09, 0.11, 0.11, 0.11, 0.10, 0.70, -0.58, -0.14, -0.61, 0.66, -0.17, -0.03, -0.04, -0.12, 0.05, -0.14, -0.41, -0.29, 0.10, 0.09, 0.11, 0.11, -0.16, 0.38, -0.17, -0.18, -0.21, -0.31, -0.05, -0.10, -0.12, -0.03, -0.23, -0.05, 0.03, 0.03, 0.02, 0.03, 0.01, 0.02, 0.04, 0.01, 0.00, 0.06, 0.10, 0.09, 0.12, -0.03, -0.64, -0.03, -0.02, -0.11, 0.01, -0.44, -0.10, -0.64, -0.02, -0.03, -0.03, -0.10, -0.62, -0.02, -0.03, -0.01, 0.09, 0.09, 0.07, 0.08, 0.09, 0.08, 0.09, 0.08

***

[2]
Here is a structure of composition C46H54N7P2PtSi2Te from the OMol25 dataset. Energies are from wB97M-V/def2-TZVPD.

```
113
Properties=species:S:1:pos:R:3:forces:R:3
Pt 0.241434 -1.549040 0.141931 -0.042 0.397 -0.160
C 4.084797 -1.415157 2.110406 0.111 -0.088 -0.001
Si 2.553697 -1.018843 3.106531 -0.079 -0.020 -0.075
C 3.010973 0.258635 4.395275 0.036 0.057 0.067
C 1.936098 -2.562981 3.971325 0.048 -0.112 0.069
N 1.316691 -0.474567 2.038654 -0.005 0.156 0.209
P 0.468649 0.858548 1.844071 0.470 -0.386 -0.135
C -0.461959 0.378909 0.453001 -0.358 0.260 0.226
P -1.810359 0.456184 -0.641746 0.256 -0.350 -0.722
N -1.691080 -1.005662 -1.268853 -0.296 0.064 0.204
Si -2.640134 -2.155493 -2.132064 0.295 0.094 -0.121
C -1.502359 -3.620549 -2.433061 -0.042 -0.163 -0.039
C -4.135326 -2.751646 -1.181592 -0.120 -0.038 0.043
C -3.182265 -1.454445 -3.783734 -0.125 -0.040 -0.040
C -3.406074 0.883067 0.085444 -0.016 -0.056 0.086
C -4.536348 0.745552 -0.724169 0.002 0.019 0.114
C -5.795483 1.011466 -0.209304 0.022 -0.005 -0.021
C -5.931903 1.419148 1.113497 0.000 0.008 0.008
C -4.810148 1.575346 1.915713 -0.038 0.016 0.036
C -3.546491 1.309127 1.403165 0.024 0.027 -0.044
C -1.537377 1.733408 -1.893681 0.004 0.081 0.081
C -2.377355 2.829312 -2.075375 0.031 0.036 0.036
C -2.115901 3.744377 -3.088192 -0.061 0.027 0.034
C -1.008242 3.580751 -3.904294 0.051 0.000 -0.021
C -0.150124 2.502649 -3.711080 -0.011 -0.020 0.062
C -0.418631 1.577676 -2.714329 -0.115 0.099 -0.059
C 1.426525 2.330607 1.428859 -0.053 0.076 -0.037
C 1.634149 2.632107 0.082774 -0.111 0.129 0.094
C 2.438468 3.704136 -0.277381 -0.045 0.059 0.023
C 3.047653 4.473038 0.705317 -0.034 0.005 -0.018
C 2.852931 4.171514 2.048651 -0.024 -0.056 0.010
C 2.042583 3.105829 2.412959 0.055 0.014 -0.085
C -0.495103 1.257090 3.319577 0.006 0.059 0.006
C -0.795154 0.210204 4.191571 -0.017 0.080 0.015
C -1.498748 0.458397 5.362163 -0.005 -0.003 -0.062
C -1.898387 1.753114 5.667967 -0.006 -0.017 -0.022
C -1.613563 2.797620 4.796850 0.000 0.033 -0.050
C -0.919455 2.552187 3.619816 -0.063 -0.036 0.009
H 4.793219 -2.010896 2.697028 -0.034 0.078 -0.082
H 4.589089 -0.490751 1.810890 -0.028 -0.077 -0.023
H 3.840533 -1.978630 1.202689 0.018 0.018 0.069
H 3.647661 -0.195468 5.163363 -0.055 0.060 -0.069
H 2.127276 0.668971 4.896539 0.083 -0.036 -0.018
H 3.571866 1.083969 3.945358 -0.054 -0.041 0.061
H 2.767192 -3.204254 4.284619 -0.096 0.050 0.008
H 1.288172 -3.149704 3.312315 0.057 0.023 0.033
H 1.364634 -2.305052 4.869166 -0.002 -0.046 -0.071
H -1.610502 -4.378261 -1.646365 0.060 0.100 -0.062
H -0.458314 -3.293808 -2.450611 -0.036 -0.029 -0.029
H -1.722598 -4.107615 -3.389394 0.013 0.013 0.113
H -3.852051 -3.139435 -0.197320 -0.021 0.006 -0.082
H -4.630059 -3.561707 -1.730120 0.040 0.068 0.061
H -4.870574 -1.956563 -1.030699 0.031 -0.075 0.017
H -2.371774 -0.884989 -4.248496 -0.044 -0.035 0.007
H -4.048202 -0.790541 -3.685390 0.096 -0.021 -0.043
H -3.470539 -2.261409 -4.466745 0.008 0.103 0.041
H -4.421775 0.438421 -1.758268 -0.047 -0.008 0.030
H -6.671339 0.901296 -0.837149 0.037 0.006 0.024
H -6.917350 1.620753 1.516479 0.051 -0.003 -0.022
H -4.918127 1.908213 2.941895 0.023 -0.024 -0.056
H -2.670860 1.436216 2.030627 -0.087 -0.021 -0.035
H -3.235612 2.974610 -1.430233 0.033 -0.005 -0.054
H -2.781822 4.586300 -3.238901 0.044 -0.050 0.024
H -0.809424 4.297699 -4.692453 0.004 -0.041 0.039
H 0.725391 2.383788 -4.335388 0.023 -0.032 -0.010
H 0.234143 0.728532 -2.557394 0.039 -0.047 -0.065
H 1.161105 2.027692 -0.684226 0.027 0.061 0.017
H 2.586308 3.937534 -1.326035 -0.015 -0.021 0.043
H 3.668540 5.316851 0.427460 -0.016 -0.056 0.009
H 3.330663 4.768848 2.814437 -0.011 0.005 -0.013
H 1.891712 2.878576 3.461065 0.005 0.004 0.000
H -0.458406 -0.791258 3.948377 0.020 0.016 0.046
H -1.723439 -0.353977 6.041704 0.004 0.003 -0.009
H -2.431709 1.948794 6.589364 0.007 0.006 -0.010
H -1.921856 3.807351 5.040899 -0.007 -0.054 -0.028
H -0.712552 3.364509 2.931873 0.039 -0.008 0.064
N 1.321735 -5.982348 0.472065 0.098 -0.070 -0.051
C 1.724112 -4.809951 -0.027143 0.052 -0.031 0.020
N 0.922480 -3.862430 0.411957 -0.297 -0.060 0.046
C 0.026345 -4.541682 1.186598 -0.057 0.217 0.045
N 0.236590 -5.832330 1.247494 0.067 -0.029 0.006
C -1.071661 -3.854837 1.875984 0.041 -0.253 -0.030
C -1.752491 -4.433277 2.942858 -0.032 -0.103 0.011
N -2.750647 -3.810792 3.556081 0.103 -0.045 -0.046
C -3.064878 -2.602723 3.099070 -0.039 -0.062 0.028
C -2.378965 -2.014843 2.049190 -0.067 0.053 -0.171
N -1.383539 -2.642199 1.429734 0.105 0.083 0.486
H 1.717869 -6.896894 0.331556 0.022 -0.033 -0.011
H 2.578366 -4.688414 -0.676675 -0.072 -0.022 0.044
H -1.467061 -5.418722 3.294837 -0.046 0.060 0.001
H -3.884716 -2.085901 3.584521 0.039 0.021 -0.034
H -2.644496 -1.034879 1.685141 -0.013 0.060 0.011
C 4.360924 2.677090 -5.702375 -0.093 -0.011 0.039
C 3.748733 1.744885 -4.690866 0.022 -0.014 0.027
C 4.119338 1.791353 -3.352011 0.005 0.064 -0.001
C 3.636061 0.872813 -2.423415 0.027 0.070 0.142
C 4.101182 0.911936 -0.989393 0.106 -0.164 -0.111
C 2.747683 -0.101779 -2.872173 -0.053 -0.047 0.027
Te 2.240510 -1.684177 -1.579347 0.040 0.016 -0.054
C 2.308256 -0.152037 -4.197711 -0.059 -0.036 -0.103
C 1.332318 -1.202640 -4.672132 0.128 0.040 0.061
C 2.820409 0.784780 -5.087370 -0.048 -0.039 -0.020
H 5.031552 3.391949 -5.228263 -0.022 0.009 -0.007
H 3.595969 3.229557 -6.251305 0.013 -0.003 0.028
H 4.936513 2.108824 -6.434563 0.011 0.014 -0.004
H 4.820968 2.551362 -3.019439 -0.021 -0.057 -0.020
H 4.552706 1.873600 -0.748482 -0.014 -0.030 0.008
H 4.851052 0.135365 -0.803998 -0.017 0.015 -0.032
H 3.273225 0.744593 -0.293211 0.103 -0.012 -0.030
H 0.505682 -1.341317 -3.967193 -0.006 0.062 -0.017
H 1.831174 -2.170854 -4.786075 -0.021 0.037 0.005
H 0.908045 -0.932533 -5.638309 0.001 -0.003 0.013
H 2.493357 0.753231 -6.123265 0.038 -0.001 0.044
```
Positions in Å, forces in eV/Å.

## Properties
* 2S+1: 5
* charge: +1
* HOMO (spin up / spin down): -8.858 / -10.658 eV
* E_LUMO (spin up / spin down): -0.0951 / -0.1621 Eh
* total energy: -103878.903 eV

Atom charges from the Löwdin analysis, given in e for atoms 1 to 99: 0.74, -0.18, 0.30, -0.17, -0.16, -0.32, 0.70, -0.45, 0.70, -0.30, 0.30, -0.18, -0.16, -0.17, -0.31, -0.10, -0.06, -0.06, -0.06, -0.08, -0.27, -0.06, -0.07, -0.06, -0.05, -0.09, -0.28, -0.09, -0.07, -0.06, -0.06, -0.09, -0.31, -0.09, -0.06, -0.06, -0.06, -0.09, 0.04, 0.03, -0.01, 0.04, 0.02, 0.02, 0.04, 0.00, 0.03, 0.02, -0.03, 0.03, 0.01, 0.04, 0.02, 0.02, 0.02, 0.03, 0.10, 0.11, 0.11, 0.11, 0.08, 0.10, 0.11, 0.11, 0.10, 0.07, 0.08, 0.11, 0.11, 0.11, 0.10, 0.09, 0.11, 0.11, 0.11, 0.12, 0.05, -0.16, 0.01, -0.33, 0.15, -0.21, -0.05, 0.12, -0.09, -0.10, 0.05, 0.17, 0.11, 0.13, 0.12, 0.08, -0.04, -0.26, 0.00, -0.31, -0.09, -0.51, 1.23

***

Record order is preserved below.
Energy relative to the best compared isomer or geometry (same formula, charge and spin): 3.2 0.0 kcal/mol